Molecular formula: HN2O3
Method: DFT, wB97M-V/def2-TZVPD

Spin multiplicity: 1
ΔE to the lowest compared entry with this formula, charge and spin, kcal per mole: 47.5
HOMO level (spin up / spin down), eV: -3.9 / -3.8
Kohn-Sham gap (spin up / spin down), eV: 7.782 / 7.697
Total charge: -1
LUMO (spin up / spin down), eV: 3.8654 / 3.8643

Bonds (Å) are listed after each position.
CARTESIAN COORDINATES (ANGSTROEM)
1 N 0.837 1.126 -1.614  N2 1.209, O5 1.232
2 N -0.320 0.785 -1.686  N1 1.209, O3 1.221
3 O -1.198 0.912 -2.524  N2 1.221
4 O -0.962 -0.299 0.106  H6 0.938
5 O 1.758 0.798 -0.864  N1 1.232
6 H -0.577 -1.049 0.519  O4 0.938

Now the Löwdin charges, all in e: number 1, N, carries -0.15; number 2, N, carries -0.17; number 3, O, carries -0.06; number 4, O, carries -0.36; number 5, O, carries -0.12; number 6, H, carries -0.14